No. 1
C20H31N3O7S | ωB97M-V/def2-TZVPD

XYZ file:
```
62
Properties=species:S:1:pos:R:3:forces:R:3:lowdin_charge:R:1
S -1.429 -2.694 0.893 0.4 -0.1 -0.4 0.689
O -1.818 -1.813 1.964 0.2 0.2 -0.1 -0.286
O 0.034 2.786 2.203 -0.2 0.1 -0.1 -0.192
O 6.239 -0.682 -0.769 -0.3 -0.3 -0.1 -0.035
O 4.912 0.106 0.879 0.0 0.2 0.3 0.112
O -3.237 1.644 -1.785 0.0 0.0 -0.3 0.066
O -1.617 -4.101 1.091 0.0 -0.1 -0.2 -0.276
O 0.228 1.939 -0.912 -0.2 0.1 0.3 -0.206
N -2.139 -2.304 -0.576 0.6 -0.4 0.8 -0.230
N -2.330 2.216 0.187 0.1 0.3 0.0 -0.035
N 4.198 -1.501 -0.606 0.2 -0.3 -0.4 0.157
C 0.827 -2.929 -0.644 0.2 0.0 -0.1 -0.047
C -3.436 -2.898 -0.836 -0.5 -0.5 0.3 -0.189
C 2.339 -1.220 0.951 0.1 0.0 0.0 0.004
C 5.090 -0.620 -0.061 0.2 -0.1 -0.3 -0.552
C -2.953 1.340 -0.637 -0.3 -0.2 0.4 -0.424
C -3.160 -0.085 -0.152 -0.1 0.1 -0.4 -0.211
C -2.173 2.076 1.618 0.4 -0.3 0.3 -0.103
C -1.659 3.352 -0.425 0.2 0.0 -0.5 -0.096
C -4.528 -0.658 -0.525 0.1 0.0 0.2 -0.136
C 2.894 -1.775 -0.201 -0.3 0.1 0.3 -0.220
C -0.766 1.636 2.031 -0.2 -0.1 0.1 -0.208
C 0.281 -2.358 0.490 -0.6 0.0 0.2 -0.282
C -0.637 2.905 -1.475 -0.2 0.2 -0.1 -0.193
C 7.277 0.179 -0.321 0.1 0.3 0.2 -0.049
C 1.402 2.489 2.322 0.0 0.0 0.0 -0.101
C -4.569 -2.138 -0.146 0.1 0.1 -0.2 -0.160
C 1.032 -1.519 1.291 -0.1 -0.1 0.0 -0.045
C 2.132 -2.641 -0.990 0.0 0.0 0.1 -0.005
C -2.074 -0.897 -0.880 0.1 0.6 0.1 -0.143
C 1.139 1.417 -1.839 0.1 0.0 -0.1 -0.098
H -0.339 0.995 1.250 -0.1 0.0 0.1 0.100
H 0.577 -1.107 2.178 0.0 0.1 0.1 0.108
H 2.569 -3.081 -1.875 0.0 -0.1 -0.1 0.115
H 0.218 -3.588 -1.242 0.0 -0.1 -0.2 0.121
H 1.776 1.998 1.416 0.0 0.0 0.0 0.079
H 1.749 0.688 -1.306 0.0 0.0 -0.1 0.075
H -0.810 1.064 2.970 0.0 0.0 0.0 0.130
H 4.535 -2.005 -1.415 0.0 0.1 0.2 0.156
H -2.995 -0.207 0.916 0.0 0.1 -0.1 0.106
H -1.159 2.476 -2.340 0.1 0.1 0.1 0.116
H -5.315 -0.113 -0.002 0.0 0.0 -0.1 0.123
H 8.107 0.028 -1.005 0.0 0.0 0.0 0.093
H 7.569 -0.076 0.699 0.0 0.0 -0.1 0.098
H -2.363 3.053 2.076 -0.1 -0.1 0.0 0.136
H -2.389 4.002 -0.917 0.1 0.0 0.0 0.133
H 6.944 1.219 -0.343 0.1 -0.1 0.0 0.097
H -2.197 -0.772 -1.962 0.0 0.0 0.1 0.147
H -0.061 3.780 -1.812 -0.1 0.0 0.0 0.130
H -1.145 3.892 0.369 -0.1 0.0 -0.1 0.122
H -1.081 -0.541 -0.597 0.0 0.2 -0.2 0.115
H 1.915 3.439 2.462 0.1 -0.1 0.0 0.091
H 1.596 1.841 3.185 0.0 0.0 0.0 0.091
H -2.911 1.376 2.004 0.0 0.1 0.0 0.122
H -3.585 -2.898 -1.921 0.1 0.0 0.1 0.133
H -4.686 -0.533 -1.599 0.0 0.1 0.0 0.122
H 0.621 0.921 -2.670 0.0 0.0 0.0 0.094
H -4.448 -2.239 0.935 -0.1 -0.1 0.0 0.115
H 1.785 2.204 -2.249 0.0 0.0 0.0 0.092
H -5.526 -2.578 -0.429 0.0 0.0 0.0 0.115
H 2.930 -0.559 1.563 0.0 0.0 0.0 0.102
H -3.381 -3.927 -0.479 -0.2 0.0 -0.2 0.113
```
Positions in Å, forces in eV/Å.

Its structure (SMILES) is COCCN(CCOC)C(=O)[C@H]1CCCN(S(=O)(=O)c2ccc(NC(=O)OC)cc2)C1. For the total energy, the calculation gives -50881.1864 eV. Its HOMO energy is -8.984 eV. Its LUMO energy is 0.4141 eV. For the HOMO-LUMO gap, the calculation gives 9.4 eV. The calculation puts the energy above the lowest of the compared OMol25 structures with the same formula, charge and spin at 0.0 kJ/mol.

***

No. 2
C8H8S | ωB97M-V/def2-TZVPD

XYZ file:
```
17
Properties=species:S:1:pos:R:3:forces:R:3:lowdin_charge:R:1
S 1.529 0.715 2.016 0.3 0.1 -0.4 0.914
C -1.336 -0.303 2.921 -1.5 2.5 1.2 -0.144
C 0.012 -1.653 1.347 0.5 1.5 1.3 -0.087
C -1.305 0.883 2.249 2.7 -1.9 -1.7 -0.054
C 0.597 -0.377 1.079 1.2 1.9 -2.6 -0.590
C -0.685 -1.382 2.406 -2.0 -3.1 1.0 -0.011
C 0.867 0.600 -3.075 -0.9 1.5 -0.8 -0.084
C -0.153 0.911 1.202 -1.9 0.2 2.3 -0.417
C 0.328 -0.183 -2.190 -2.5 -0.7 -0.1 -0.103
H 1.890 0.700 -2.909 1.9 0.8 -0.9 0.024
H -0.273 1.756 0.529 0.7 -0.5 -0.5 0.093
H -0.749 -0.206 -2.284 -0.3 -0.6 0.6 0.050
H 0.209 1.230 -3.771 1.5 -1.0 1.0 0.088
H -1.942 -0.396 3.813 -0.1 -0.1 0.1 0.104
H 0.797 -0.817 -1.460 0.4 0.1 0.1 0.036
H 0.101 -2.606 0.932 0.6 -1.1 -1.0 0.092
H -1.923 1.731 2.380 -0.5 0.6 0.3 0.088
```
Positions in Å, forces in eV/Å.

As for the expectation value of S²: 2.0351. Its multiplicity is 3. For the total energy, the calculation gives -19252.8215 eV. Its HOMO energy (alpha / beta) is -6.651 / -9.010 eV. Its LUMO energy (alpha / beta) is 0.1316 / -1.2139 eV. For the HOMO-LUMO gap (alpha / beta), the calculation gives 6.8 / 7.8 eV. The calculation puts the energy above the lowest of the compared OMol25 structures with the same formula, charge and spin at 333.6 kJ/mol.

***

No. 3
C41H48N3O3Si | ωB97M-V/def2-TZVPD

XYZ file:
```
96
Properties=species:S:1:pos:R:3:forces:R:3:lowdin_charge:R:1
Si 1.605 -5.386 1.403 -0.1 0.4 -0.4 0.403
O 1.481 -3.741 1.136 -0.1 0.4 0.3 -0.173
O -3.573 5.635 1.660 0.0 0.3 0.1 -0.104
O -2.280 1.237 1.643 -0.1 -0.3 -0.2 -0.092
N 0.177 -0.452 0.096 -0.3 0.0 0.3 -0.052
N 0.466 3.811 0.363 -0.9 -2.4 1.3 -0.042
N -1.594 3.612 1.088 -0.1 0.1 0.2 0.089
C 3.750 -2.383 0.326 0.2 -0.1 -0.4 -0.033
C -3.033 3.364 1.251 0.6 0.3 0.4 -0.022
C 4.925 -1.064 -1.328 0.2 0.2 -0.1 -0.086
C -1.586 -4.428 -1.893 0.0 0.3 0.2 -0.072
C 1.370 -1.056 2.005 -0.4 -0.1 0.4 -0.087
C -0.020 5.093 -3.682 -0.6 -0.1 0.4 -0.066
C -0.257 3.065 -2.338 -1.2 0.2 -0.7 -0.189
C -0.935 4.491 1.914 1.8 0.1 0.2 0.017
C -4.693 1.630 1.595 0.2 0.1 0.2 -0.009
C -5.670 2.597 1.822 0.1 -0.1 -0.3 -0.052
C 0.484 -1.638 0.879 -0.1 -0.1 0.1 -0.179
C 1.745 3.639 -0.299 0.2 0.0 0.1 0.033
C -0.521 4.414 -2.560 0.4 0.4 -0.1 -0.051
C -0.663 3.043 0.226 2.4 3.5 0.4 -0.184
C 2.755 -6.126 0.140 0.1 -0.3 0.0 -0.146
C 1.930 0.268 1.497 0.6 0.1 -0.5 -0.122
C -0.890 -4.864 -3.022 -0.1 0.0 -0.1 -0.077
C 2.562 -1.427 -1.557 0.3 0.2 0.0 -0.050
C 0.375 4.514 1.523 -0.9 1.1 -0.1 -0.003
C -3.360 2.036 1.444 -0.4 -0.7 0.6 -0.224
C 2.564 -2.190 -0.383 -0.5 -0.3 -0.1 -0.165
C -5.340 3.954 1.866 0.7 0.1 -0.1 -0.004
C 0.447 -3.474 -1.013 0.3 0.1 0.4 -0.155
C 4.948 -1.893 -0.206 -0.3 0.1 0.3 -0.063
C 1.163 -4.027 -2.074 -0.3 -0.2 -0.3 -0.042
C 3.729 -0.795 -1.998 -0.2 -0.3 0.3 -0.065
C 0.286 2.350 -3.439 0.0 0.1 0.3 -0.029
C 0.964 0.705 0.430 -0.5 0.2 0.0 -0.170
C -0.884 2.409 -1.052 -0.9 -0.4 -2.0 -0.185
C 1.226 -2.788 0.114 0.7 -0.1 0.3 -0.330
C 0.490 -4.694 -3.101 0.2 0.2 0.3 -0.057
C -0.866 -0.227 -0.732 -0.3 0.4 -0.2 -0.083
C -3.998 4.348 1.602 -0.8 0.4 -0.2 -0.194
C 2.331 -5.492 3.114 0.0 0.0 0.1 -0.154
C -2.441 0.074 2.465 -0.2 0.1 -0.4 -0.018
C 0.568 4.397 -4.732 0.2 -0.2 0.7 -0.077
C -0.087 -6.161 1.328 -0.1 -0.2 0.1 -0.151
C -4.378 6.732 2.200 0.2 -0.6 -0.3 -0.020
C 0.729 3.020 -4.595 -0.2 -0.1 0.3 -0.067
C -0.918 -3.720 -0.886 0.0 -0.3 -0.5 -0.057
C -1.087 0.961 -1.353 -1.0 -0.5 0.1 -0.072
H -1.627 -1.007 -0.873 1.0 -0.2 -0.5 0.135
H 2.304 2.789 0.102 -0.1 0.3 0.0 0.099
H -3.049 -0.662 1.927 0.2 -0.1 0.3 0.098
H 1.649 -1.365 -2.151 0.2 0.2 0.2 0.122
H 1.067 -5.062 -3.951 -0.3 0.0 0.2 0.112
H -4.711 6.532 3.229 0.1 -0.2 -0.3 0.101
H 1.265 5.004 1.865 -0.2 0.4 0.4 0.133
H -1.428 -0.299 2.612 -0.2 -0.1 0.0 0.075
H 0.709 -0.863 2.856 0.2 0.0 0.1 0.111
H -0.033 -7.195 1.700 -0.1 0.2 -0.1 0.041
H -0.800 -5.612 1.958 0.1 -0.1 -0.1 0.039
H 2.252 -3.950 -2.090 -0.4 0.1 -0.1 0.127
H 5.884 -2.150 0.294 -0.2 0.3 -0.2 0.110
H -1.419 -5.344 -3.847 0.1 0.0 0.3 0.108
H -0.488 -6.191 0.307 0.1 0.0 0.2 0.026
H -1.442 -3.416 0.021 0.0 0.0 -0.3 0.114
H 2.252 -6.290 -0.823 0.1 0.0 0.2 0.029
H -1.185 4.930 -1.859 0.5 0.2 0.0 0.125
H 3.743 -2.942 1.266 0.0 0.1 -0.5 0.117
H -5.235 6.958 1.551 0.2 -0.2 0.2 0.098
H -3.688 7.580 2.205 -0.2 -0.2 0.0 0.096
H -1.664 0.914 -2.273 -0.6 -0.3 0.5 0.113
H -1.861 2.879 -0.852 -1.4 -0.8 -2.6 0.155
H 2.221 4.572 -0.070 0.8 0.3 -0.1 0.101
H -6.707 2.273 1.979 0.5 0.3 -0.1 0.124
H 1.654 3.552 -1.376 -0.1 -0.1 0.1 0.092
H 0.880 4.920 -5.626 0.1 -0.1 0.1 0.107
H 2.016 1.039 2.261 0.1 -0.2 0.2 0.117
H 3.349 -5.082 3.125 -0.2 -0.1 0.0 0.035
H 2.902 0.152 1.017 0.2 -0.2 0.3 0.108
H -2.897 0.329 3.433 0.1 0.0 -0.3 0.113
H -2.654 -4.620 -1.785 0.3 0.0 -0.1 0.108
H 5.851 -0.613 -1.686 -0.2 -0.2 0.1 0.105
H 1.433 1.115 -0.480 -0.1 -0.3 0.2 0.124
H 0.273 1.473 0.821 0.4 -0.5 0.1 0.105
H 2.150 -1.735 2.337 -0.1 -0.1 0.0 0.111
H -1.372 5.076 2.696 -0.4 -0.3 0.1 0.135
H 3.620 -5.471 -0.027 -0.1 -0.2 0.0 0.035
H -0.443 -2.052 1.297 0.2 -0.1 0.0 0.138
H 0.290 1.255 -3.466 0.3 0.4 0.4 0.110
H -6.123 4.693 2.088 0.6 -0.3 -0.1 0.119
H 3.692 -0.136 -2.871 0.1 -0.3 0.3 0.107
H 1.726 -4.925 3.833 0.1 -0.1 -0.1 0.037
H 3.114 -7.097 0.515 0.0 0.2 -0.2 0.042
H 1.220 2.463 -5.394 -0.4 0.0 0.2 0.109
H -4.931 0.573 1.589 0.0 0.1 0.2 0.116
H 2.374 -6.537 3.451 0.0 0.2 0.0 0.040
H -0.131 6.172 -3.720 -0.2 -0.1 -0.2 0.106
```
Positions in Å, forces in eV/Å.

The charge is +1. For the total energy, the calculation gives -61779.1425 eV. Its HOMO energy is -9.823 eV. Its LUMO energy is -2.3955 eV. For the HOMO-LUMO gap, the calculation gives 7.4 eV. The calculation puts the energy above the lowest of the compared OMol25 structures with the same formula, charge and spin at 122.1 kJ/mol.

***

No. 4
C15H25NPdS7Sb | ωB97M-V/def2-TZVPD

XYZ file:
```
50
Properties=species:S:1:pos:R:3:forces:R:3:lowdin_charge:R:1
Sb -0.493 -2.099 -4.039 -0.3 1.0 0.5 0.498
Pd -0.613 -0.280 -1.253 0.3 -0.5 0.1 0.239
S 1.077 -0.701 -2.977 -0.4 -0.6 -0.5 -0.086
S -1.438 1.721 -3.063 0.2 0.1 0.4 0.796
S -1.719 1.281 0.464 -0.6 0.5 0.3 0.858
S -2.303 -1.521 -2.640 0.7 -0.3 -0.5 -0.035
S 0.031 4.328 -0.708 0.3 -0.3 0.1 0.888
S 0.821 -4.184 -1.039 -0.6 -0.4 -1.1 0.264
S -0.052 -4.471 -2.726 0.6 -0.4 1.1 0.024
N 2.722 -0.947 1.243 0.2 0.4 0.1 -0.178
C 2.719 -1.394 -0.157 -0.1 0.0 -1.0 -0.068
C -3.025 1.568 -0.780 0.0 0.0 0.2 -0.522
C -1.714 -3.472 1.588 0.0 0.0 -0.2 -0.079
C 0.072 -2.363 2.725 0.1 0.0 0.1 -0.062
C -1.481 -2.686 0.468 -0.1 -0.1 0.2 -0.213
C -0.149 3.602 0.957 -0.1 0.1 -0.6 -0.529
C 1.357 -0.484 1.663 -1.0 0.2 0.1 -0.101
C -0.929 -3.316 2.715 0.0 -0.1 0.2 -0.074
C -1.502 2.961 1.205 0.2 -0.5 -0.1 -0.471
C -0.018 2.868 -3.069 -0.4 -0.3 0.2 -0.526
C 0.300 -1.560 1.608 0.0 0.0 -0.3 -0.296
C -0.482 -1.712 0.459 -0.1 0.7 -1.0 -0.247
C 0.698 2.942 -1.732 0.1 0.1 0.5 -0.530
C 3.254 -2.002 2.118 0.3 -0.5 0.5 0.007
C -2.631 2.504 -1.911 0.1 -0.1 -0.4 -0.493
H 1.759 3.145 -1.882 0.0 -0.1 0.0 0.072
H -0.018 4.442 1.642 0.1 -0.1 0.0 0.076
H 3.734 -1.492 -0.532 0.1 0.0 0.2 0.117
H 2.181 -0.678 -0.788 0.2 -0.2 0.4 -0.009
H -2.511 -4.200 1.575 -0.1 -0.1 0.0 0.111
H -1.647 2.808 2.273 -0.1 0.0 0.1 0.073
H 0.661 -2.228 3.622 0.1 0.0 0.1 0.112
H 3.341 -0.133 1.311 -0.1 -0.2 0.0 0.190
H -3.261 0.564 -1.165 -0.1 0.4 0.2 0.016
H 0.642 2.445 -3.827 -0.1 0.1 0.0 0.066
H 0.666 2.897 1.109 0.1 0.0 0.2 0.059
H 3.358 -1.633 3.136 -0.1 0.1 0.0 0.114
H 2.212 -2.357 -0.233 0.1 0.4 0.1 0.003
H 1.060 0.320 0.972 0.3 -0.2 0.2 0.091
H -0.370 3.846 -3.393 0.1 0.0 -0.1 0.075
H 2.568 -2.847 2.105 0.0 0.1 0.0 0.103
H 0.583 1.977 -1.201 0.1 0.6 -0.1 0.008
H -2.307 3.589 0.834 -0.1 0.1 0.0 0.079
H -2.186 3.425 -1.538 -0.1 -0.1 -0.1 0.024
H -3.512 2.747 -2.506 0.0 0.0 0.1 0.082
H -3.896 1.957 -0.249 0.0 0.0 -0.1 0.087
H 4.226 -2.331 1.755 0.0 0.1 -0.1 0.113
H -1.105 -3.925 3.588 0.0 0.0 0.1 0.108
H -2.117 -2.841 -0.399 0.1 0.1 0.1 0.025
H 1.435 -0.081 2.674 0.2 0.0 0.0 0.140
```
Positions in Å, forces in eV/Å.

As for the expectation value of S²: 6.0344. The charge is +1. Its multiplicity is 5. For the total energy, the calculation gives -103307.4940 eV. Its HOMO energy (alpha / beta) is -9.669 / -10.682 eV. Its LUMO energy (alpha / beta) is -3.0836 / -5.6060 eV. For the HOMO-LUMO gap (alpha / beta), the calculation gives 6.6 / 5.1 eV. The calculation puts the energy above the lowest of the compared OMol25 structures with the same formula, charge and spin at 88.8 kJ/mol.

***

No. 5
C6H11FN6 | ωB97M-V/def2-TZVPD

XYZ file:
```
24
Properties=species:S:1:pos:R:3:forces:R:3:lowdin_charge:R:1
F -1.412 1.273 1.707 -0.8 0.8 0.0 0.033
N 0.110 -1.801 1.524 1.9 0.0 0.9 0.183
N 0.088 -0.054 -0.067 -0.3 -0.6 0.0 -0.009
N -0.379 0.890 -0.862 -0.2 0.4 -0.3 0.093
N 2.008 -1.308 0.389 0.7 1.1 -1.1 0.251
N 2.162 -2.868 2.079 -1.7 0.4 -0.4 0.270
N 1.957 0.458 -1.289 -2.8 -1.6 2.1 0.280
C 1.412 -2.026 1.379 -0.2 -0.1 -0.1 -0.288
C 1.425 -0.339 -0.383 -0.2 1.2 0.2 -0.178
C -2.078 2.367 -1.704 -0.8 -2.6 -3.0 -0.023
C -1.534 1.560 -0.587 0.7 1.0 0.2 -0.327
C -0.537 -0.748 0.927 -0.7 -1.0 -0.9 0.007
C -2.051 1.780 0.631 0.0 0.0 0.2 -0.014
H 3.117 -2.596 2.135 0.9 -0.7 0.5 0.143
H 2.996 -1.386 0.237 0.5 -0.6 0.0 0.190
H -1.394 3.104 -2.159 -0.1 -0.5 0.4 0.099
H -2.907 2.458 0.721 0.3 -0.6 0.8 0.154
H -1.582 -0.985 1.047 -0.5 1.4 -0.7 0.173
H -2.267 1.464 -2.533 0.0 2.9 1.6 0.163
H -3.018 2.879 -1.450 0.3 -0.4 -0.2 0.095
H 2.943 0.505 -1.335 1.1 0.4 -0.9 0.144
H 1.063 1.094 -1.571 1.3 -0.4 0.1 0.190
H 1.720 -3.627 2.603 0.6 0.4 0.1 0.176
H -0.243 -1.912 2.459 -0.3 -0.9 0.4 0.197
```
Positions in Å, forces in eV/Å.

The charge is +2. For the total energy, the calculation gives -18037.9741 eV. Its HOMO energy (alpha / beta) is -15.364 / -15.776 eV. Its LUMO energy (alpha / beta) is -8.9752 / -8.3605 eV. For the HOMO-LUMO gap (alpha / beta), the calculation gives 6.4 / 7.4 eV. The calculation puts the energy above the lowest of the compared OMol25 structures with the same formula, charge and spin at 210.9 kJ/mol.

***

No. 6
C4H4N2 | ωB97M-V/def2-TZVPD

XYZ file:
```
10
Properties=species:S:1:pos:R:3:forces:R:3:lowdin_charge:R:1
N -1.340 0.753 -0.780 0.2 0.0 0.1 0.005
N -1.713 -0.158 0.107 0.2 0.0 0.1 0.004
C -0.045 0.989 -0.966 0.0 0.0 0.0 -0.149
C -0.787 -0.801 0.811 0.0 0.0 0.0 -0.147
C 0.973 0.274 -0.337 -0.1 0.0 0.1 -0.065
C 0.586 -0.651 0.609 -0.1 0.1 -0.1 -0.064
H 2.014 0.467 -0.578 -0.1 0.0 0.1 0.105
H 1.304 -1.226 1.186 -0.1 0.0 -0.1 0.105
H -1.177 -1.461 1.581 0.1 0.0 -0.2 0.103
H 0.185 1.814 -1.633 -0.1 -0.2 -0.1 0.102
```
Positions in Å, forces in eV/Å.

Its structure (SMILES) is c1ccnnc1. For the total energy, the calculation gives -7191.7039 eV. Its HOMO energy is -9.380 eV. Its LUMO energy is 0.5248 eV. For the HOMO-LUMO gap, the calculation gives 9.9 eV. The calculation puts the energy above the lowest of the compared OMol25 structures with the same formula, charge and spin at 95.0 kJ/mol.